[1]
Below is a molecular structure, C26H42Cl3N4NiO4Si in a non-equilibrium geometry, with properties calculated with ωB97M-V/def2-TZVPD.

Last column: Löwdin spin population.
Cartesian coordinates (Å):
C1 1.660803 -0.918351 -3.879819  0.000
C2 1.183505 0.483074 -3.659681  0.000
H1 1.529830 -1.209807 -4.928453  0.000
H2 1.106724 -1.614618 -3.224522  0.000
H3 2.730950 -1.007941 -3.623214  0.000
C3 0.591833 1.270818 -4.565624  0.000
C4 0.280945 0.867698 -5.968840  0.000
H4 0.317967 2.297502 -4.294911  0.000
H5 0.221679 -0.221170 -6.094214  0.000
H6 1.027381 1.255229 -6.676199  0.000
H7 -0.686717 1.297529 -6.252342  0.000
Ni1 1.054504 -0.952961 0.652832  1.709
Cl1 2.608265 0.507371 0.759123  0.079
Cl2 -0.169534 -2.536601 -0.048690  0.099
C5 0.095861 2.854914 1.514795  0.000
O1 -0.935285 2.181029 1.478499  0.000
N1 0.131098 4.173011 1.814016  0.000
C6 -1.087632 4.870765 2.186742  0.000
C7 1.341085 4.973552 1.705160  0.000
H8 1.099806 2.426087 1.309404  0.000
H9 -1.876045 4.132815 2.347304  0.000
H10 -1.391471 5.575738 1.399339  0.000
H11 -0.909849 5.444028 3.105082  0.000
H12 2.177734 4.319494 1.429499  0.000
H13 1.554352 5.471475 2.663588  0.000
H14 1.228613 5.752160 0.934652  0.000
H15 -1.616880 -1.084608 -2.949789  0.000
H16 -1.992746 1.515605 -3.107525  0.000
C8 -2.443389 -1.136989 -2.222391  0.002
C9 -2.898327 1.256998 -2.536335  0.000
N2 -2.639967 0.162470 -1.618478  0.000
H17 -2.193698 -1.857968 -1.438434  0.001
C10 -2.557634 0.334003 -0.257248  0.000
O2 -2.638078 -0.563750 0.572743  0.000
H18 -3.231349 2.128987 -1.960260  0.000
H19 -2.397987 1.395741 0.034024  0.000
H20 -3.359255 -1.438817 -2.758409  0.000
H21 -3.673176 0.973708 -3.266993  0.000
O3 0.242549 0.183251 -1.599291  0.035
C11 1.204489 0.898409 -2.182180  0.000
C12 -0.106015 3.017950 -1.638891  0.000
C13 1.114946 2.411114 -1.896112  0.001
H22 -0.968791 2.376838 -1.459332  0.000
C14 -0.215374 4.407923 -1.637985  0.000
H23 2.208260 0.595039 -1.840670  0.000
C15 2.274113 3.178536 -1.929052  0.000
H24 -1.215652 4.841129 -1.527847  0.000
C16 0.932513 5.191624 -1.797510  0.000
C17 2.189862 4.575566 -1.902824  0.000
H25 3.219883 2.638778 -2.002137  0.000
H26 0.826949 6.280051 -1.851772  0.000
H27 3.099519 5.177938 -1.986532  0.000
Si1 0.674248 -5.487460 0.000428  0.002
Cl3 1.343189 -4.461403 -1.739613  0.004
C18 -1.195481 -5.472532 0.296757  0.002
C19 1.713828 -4.976625 1.484223  0.000
C20 1.033761 -7.276503 -0.514389  0.000
H28 -1.658323 -4.482833 0.203069  0.001
H29 -1.409546 -5.850404 1.309249  0.000
H30 -1.679571 -6.153121 -0.420544  0.000
H31 0.270442 -7.611487 -1.230326  0.000
H32 1.017261 -7.961423 0.345851  0.000
H33 2.013286 -7.343093 -0.998924  0.000
H34 1.617530 -3.905273 1.708261  -0.001
H35 2.775228 -5.184854 1.296314  0.000
H36 1.421404 -5.541064 2.384271  0.000
N3 -0.454434 -0.973958 7.416681  0.000
C21 -1.046749 -1.667939 6.405691  -0.001
O4 -1.896286 -2.535761 6.596882  -0.001
C22 -0.604081 -1.311158 5.019247  -0.004
C23 0.408764 -0.385430 4.698242  0.003
C24 0.797931 -0.219137 3.369845  0.002
N4 0.227020 -0.937448 2.368532  0.058
C25 -0.841633 -1.725453 2.663607  0.002
C26 -1.238702 -1.971619 3.960877  0.003
H37 -0.764349 -1.176425 8.352068  0.000
H38 0.226623 -0.251555 7.256430  0.000
H39 0.953303 0.196340 5.444659  0.001
H40 1.605851 0.451682 3.066864  0.001
H41 -1.345736 -2.217431 1.840727  0.000
H42 -2.015952 -2.719015 4.092693  0.001

Cartesian forces (eV/Å) of the 2 atoms listed first:
-0.1 -0.2 -0.1
-0.5 1.3 0.2

## Properties
frontier orbital gap (spin up / spin down) = 5.7 / 5.7 eV
energy relative to the best compared isomer or geometry (same formula, charge and spin) = 1.896 eV
net charge = -1
F_max = 2.83 eV Å⁻¹
<S²> = 2.0072
multiplicity = 3
electronic energy = -4714.461536 Ha

[2]
Below is a molecular structure, C26H42CrN4OP2S in a non-equilibrium geometry, with properties calculated with ωB97M-V/def2-TZVPD.

Last column: Löwdin spin population.
Cartesian coordinates (Å):
Cr1 -0.437129 0.217517 0.379184  3.764
C1 -0.670930 -1.997295 3.762081  -0.001
P1 -0.847408 -0.552675 2.660816  0.010
C2 -2.630590 -0.171316 2.930497  0.004
N1 -3.094785 -0.242961 4.152891  0.000
C3 -4.393865 0.053376 4.369764  0.001
C4 -4.922120 0.005446 5.676830  0.000
C5 -6.237550 0.308979 5.880351  0.000
C6 -7.074838 0.671253 4.799162  0.000
C7 -6.593971 0.726340 3.522082  0.000
C8 -5.238162 0.421085 3.279098  0.001
N2 -4.738172 0.470458 2.026879  0.001
C9 -3.474882 0.180874 1.842986  0.006
P2 -2.799214 0.239026 0.136548  0.016
C10 -3.890469 1.460895 -0.658860  0.000
C11 -3.277353 -1.403905 -0.639373  0.003
C12 -2.653007 -1.426383 -2.040814  0.007
C13 -2.676678 -2.531829 0.207097  0.010
C14 -4.791898 -1.562498 -0.732659  -0.001
C15 0.047903 0.861246 3.528506  0.004
C16 -0.273949 1.020353 5.009653  0.001
C17 1.551835 0.609929 3.362469  0.002
C18 -0.365858 2.111579 2.735944  0.031
H1 -1.219537 -1.783059 4.676885  -0.001
H2 0.375111 -2.199428 3.989956  0.000
H3 -1.100617 -2.876958 3.281546  0.000
H4 -4.265145 -0.277016 6.488803  0.000
H5 -6.651902 0.272763 6.878830  0.000
H6 -8.113446 0.903689 4.992299  0.000
H7 -7.225127 0.998671 2.686918  0.000
H8 -4.862510 1.392788 -0.176193  -0.001
H9 -3.982649 1.258298 -1.724931  0.000
H10 -3.484453 2.462511 -0.518007  0.000
H11 -1.582372 -1.191706 -2.013137  0.006
H12 -3.140846 -0.715149 -2.709919  0.000
H13 -2.771118 -2.419426 -2.478156  0.000
H14 -1.584258 -2.457768 0.237777  0.007
H15 -2.939540 -3.499187 -0.224034  0.000
H16 -3.062483 -2.512148 1.228684  0.000
H17 -5.239444 -0.803515 -1.374147  0.000
H18 -5.266755 -1.510098 0.248125  0.000
H19 -5.022615 -2.536564 -1.168879  0.000
H20 0.084124 0.168380 5.588907  0.000
H21 -1.340638 1.132330 5.186821  0.000
H22 0.233882 1.910993 5.387357  0.000
H23 1.862093 -0.281729 3.911353  0.000
H24 2.111805 1.455533 3.766608  0.000
H25 1.829800 0.489600 2.315773  0.001
H26 -1.387299 2.406497 2.978994  0.001
H27 -0.327461 1.882224 1.652568  0.016
H28 0.294658 2.952761 2.948018  0.001
C19 2.320713 4.026112 -2.226271  0.000
N3 1.219155 3.102239 -2.002540  0.007
C20 0.085916 2.996866 -2.766943  0.001
C21 -0.671541 2.021106 -2.198489  0.009
N4 -0.011737 1.522031 -1.098187  0.006
C22 1.129736 2.201483 -1.017550  0.017
H29 1.985015 5.052976 -2.094426  0.000
H30 2.709119 3.909709 -3.235403  0.000
H31 3.115216 3.822363 -1.513881  0.000
H32 -0.088399 3.614652 -3.630769  0.000
H33 -1.634732 1.647098 -2.500246  0.000
H34 1.895603 2.051303 -0.274370  0.001
O1 1.448600 -0.543060 0.159890  0.050
S1 2.640095 -1.406245 -0.237424  0.008
C23 2.711710 -2.713618 1.033986  0.003
C24 1.772061 -3.816285 0.565529  0.000
C25 2.049054 -3.962876 -0.927429  0.000
C26 1.980208 -2.553287 -1.506285  0.003
H35 2.431608 -2.244565 1.976095  0.000
H36 3.747352 -3.052807 1.087362  0.000
H37 0.734059 -3.514833 0.732417  0.000
H38 1.951737 -4.741976 1.110475  0.000
H39 1.331201 -4.614267 -1.424431  0.000
H40 3.045104 -4.382004 -1.077672  0.000
H41 0.954876 -2.209306 -1.648967  0.001
H42 2.538328 -2.432476 -2.432780  0.000

Cartesian forces (eV/Å) of the 2 atoms listed first:
1.0 -0.9 -0.5
0.2 -0.1 -0.4

## Properties
frontier orbital gap (spin up / spin down) = 8.3 / 8.2 eV
net charge = +2
F_max = 1.43 eV Å⁻¹
<S²> = 6.0252
multiplicity = 5
electronic energy = -3435.137074 Ha

[3]
Below is a molecular structure, C26H42KO14Pb2PdS5 in a non-equilibrium geometry, with properties calculated with ωB97M-V/def2-TZVPD.

Last column: Löwdin spin population.
Cartesian coordinates (Å):
K1 -3.631562 -4.159183 2.266775  0.001
Pd1 0.655210 -2.644189 5.178357  0.931
Pb1 1.718206 2.420263 4.518120  -0.002
Pb2 -6.081361 -0.932700 0.315827  0.014
C1 -1.529429 -1.873425 1.629365  0.061
C2 -0.856057 -1.098128 2.542494  0.100
C3 -1.103601 0.346377 2.699433  0.192
O1 -0.278037 1.173201 3.220185  0.362
C4 -2.178162 0.929749 2.137481  0.368
C5 -3.090723 0.150835 1.438509  0.234
C6 -2.794613 -1.342864 1.114940  0.126
O2 -3.639654 -2.035561 0.480424  0.098
O3 -4.217147 0.643891 1.115083  0.287
O4 0.253922 -1.620254 3.035585  0.166
H1 -1.147187 -2.853854 1.386344  0.001
H2 -2.374377 1.990331 2.192690  0.010
C7 -4.348735 3.185470 -2.532740  0.000
C8 -4.479532 2.776909 -4.034842  0.000
C9 -4.934450 1.332981 -4.108267  0.000
S1 -3.940235 0.511586 -2.697311  0.001
O5 -2.772438 -0.229297 -3.219053  0.001
O6 -4.861725 -0.204012 -1.835710  0.004
C10 -3.316132 2.133158 -1.992562  0.000
H3 -5.288568 3.225714 -1.982104  0.000
H4 -3.923506 4.186857 -2.599824  0.000
H5 -3.495178 2.927363 -4.478137  0.000
H6 -5.160051 3.441888 -4.566623  0.000
H7 -4.895733 0.598277 -4.912510  0.000
H8 -5.946643 1.461433 -3.724775  0.000
H9 -2.279678 2.221882 -2.318135  0.000
H10 -3.324788 1.974696 -0.914173  0.000
C11 5.225441 -5.722630 2.819345  0.000
C12 4.757858 -5.082175 1.481903  0.001
C13 3.335334 -4.564940 1.642113  0.001
S2 3.469865 -3.662299 3.215971  0.006
O7 2.234918 -3.524251 3.987831  0.030
O8 4.237111 -2.466430 3.104707  0.001
C14 4.632350 -4.935868 4.094906  0.002
H11 6.286973 -5.948422 2.920596  0.000
H12 4.760516 -6.707974 2.851756  0.000
H13 4.634935 -5.680509 0.579138  0.000
H14 5.326946 -4.173737 1.284470  0.000
H15 2.678008 -5.411574 1.840155  0.000
H16 2.855025 -3.990264 0.850183  0.000
H17 3.773424 -5.391390 4.587705  0.000
H18 5.450501 -4.483296 4.655173  0.000
C15 1.761862 -0.160878 -0.224867  0.000
C16 1.744321 1.201523 -0.981557  0.000
C17 2.028354 2.244643 0.064353  0.000
S3 3.388978 1.581473 1.152600  0.000
O9 3.008796 1.603735 2.565376  0.002
O10 4.700996 2.096848 0.725125  0.000
C18 3.090985 -0.229619 0.552827  0.000
H19 1.758142 -0.851309 -1.068306  0.000
H20 0.855618 -0.155686 0.380774  0.000
H21 0.890431 1.280012 -1.654466  0.000
H22 2.508396 1.247069 -1.757584  0.000
H23 1.149703 2.207484 0.708320  0.000
H24 2.252638 3.284076 -0.175199  0.000
H25 3.159921 -0.860479 1.439038  0.000
H26 3.870109 -0.532464 -0.146699  0.000
C19 -0.284411 -2.373974 -3.352407  0.000
C20 1.015932 -2.085051 -3.919778  0.000
C21 1.563300 -3.425235 -4.309090  0.000
S4 1.316114 -4.504821 -2.818967  0.000
O11 2.402041 -4.448031 -1.905511  0.000
O12 0.595981 -5.708496 -3.126218  0.000
C22 -0.020968 -3.363981 -2.152261  0.000
H27 -1.015583 -2.720993 -4.082523  0.000
H28 -0.679253 -1.511778 -2.814993  0.000
H29 1.702542 -1.632390 -3.204391  0.000
H30 1.081995 -1.495771 -4.834371  0.000
H31 2.619863 -3.562540 -4.539148  0.000
H32 0.935458 -3.824858 -5.105480  0.000
H33 0.307404 -3.012261 -1.174211  0.000
H34 -0.803828 -4.118806 -2.078307  0.000
C23 -2.216257 5.449336 0.588918  0.000
C24 -1.899116 6.878714 0.899485  0.000
C25 -1.017479 6.802664 2.167180  0.000
S5 0.271457 5.452758 1.763994  0.000
O13 0.607023 4.683113 2.963811  0.000
O14 1.321378 6.032037 0.924094  0.000
C26 -0.905969 4.553911 0.708089  0.000
H35 -2.652439 5.362167 -0.406193  0.000
H36 -2.955514 5.072731 1.295868  0.000
H37 -2.875378 7.261465 1.196998  0.000
H38 -1.349323 7.440439 0.144313  0.000
H39 -1.557316 6.419795 3.033255  0.000
H40 -0.319856 7.606880 2.400952  0.000
H41 -1.173252 3.613279 1.189631  0.000
H42 -0.581037 4.309633 -0.303272  0.000

Cartesian forces (eV/Å) of the 2 atoms listed first:
0.1 -0.3 -0.1
0.3 0.3 -1.1

## Properties
frontier orbital gap (spin up / spin down) = 5.2 / 4.0 eV
net charge = +4
F_max = 5.36 eV Å⁻¹
<S²> = 3.7725
multiplicity = 4
electronic energy = -5172.098189 Ha